[1]
{
  "formula": "C11H22N4O3",
  "method": "ωB97M-V/def2-TZVPD",
  "elements": ["O", "O", "O", "N", "N", "N", "N", "C", "C", "C", "C", "C", "C", "C", "C", "C", "C", "C", "H", "H", "H", "H", "H", "H", "H", "H", "H", "H", "H", "H", "H", "H", "H", "H", "H", "H", "H", "H", "H", "H"],
  "coordinates": [[-2.580, -1.057, -1.840], [4.113, -0.536, 3.736], [1.724, -0.674, -0.473], [-0.849, 3.161, 1.228], [-0.105, 0.556, -0.109], [2.454, -0.434, 2.241], [-0.483, -1.861, -1.556], [-2.852, 3.330, -0.251], [-0.667, 0.529, -1.385], [-1.378, -0.869, -1.602], [1.480, 0.451, 1.671], [2.142, 0.528, 4.507], [-0.706, -3.210, -1.936], [-1.555, 1.821, -1.705], [1.045, 0.049, 0.260], [3.007, -0.176, 3.446], [-2.895, 1.998, -0.909], [-2.290, 3.100, 1.210], [-0.447, 4.082, 1.308], [-2.822, 3.850, 1.871], [-0.537, 1.136, 0.614], [-0.460, 2.554, 1.839], [0.180, -3.890, -1.755], [0.459, -1.526, -1.565], [-2.414, 4.122, -0.895], [2.735, 0.439, 5.365], [2.064, 1.405, 1.598], [-2.609, 2.173, 1.598], [0.174, 0.550, -2.114], [-2.958, 1.304, -0.160], [-0.960, 2.720, -1.456], [0.647, 0.500, 2.293], [-1.757, 1.811, -2.681], [-0.998, -3.165, -2.996], [2.956, -0.835, 1.479], [1.946, 1.574, 4.299], [1.358, -0.113, 4.751], [-1.537, -3.687, -1.406], [-3.827, 1.862, -1.408], [-3.936, 3.520, -0.251]],
  "atomic_forces_ev_per_a": [[1.3, 0.7, 0.5], [1.3, -0.6, 0.2], [0.5, 0.4, 0.6], [-1.0, 1.8, -2.1], [-0.9, 1.4, 2.7], [-1.3, -0.4, -0.8], [0.7, 0.6, 0.6], [-1.6, -0.1, 1.2], [-1.4, 0.3, -2.6], [-1.6, 0.1, -0.9], [2.1, 0.7, -1.0], [1.6, 0.0, -1.5], [-0.4, -1.4, -0.6], [0.7, -1.3, 4.3], [1.5, -1.1, 0.0], [-0.5, 0.5, 0.5], [2.3, 0.5, -2.0], [-1.1, 3.6, -0.9], [-0.1, 0.0, 0.1], [0.9, -0.5, -0.3], [0.0, -0.2, -0.9], [1.5, -1.7, 2.6], [-0.8, 1.2, -0.4], [0.7, -0.2, 0.3], [0.2, -0.4, 0.8], [1.1, 0.4, 1.3], [-1.3, 0.1, -0.2], [-0.4, -1.2, 0.1], [-0.5, -0.1, 0.3], [0.0, -2.1, 1.8], [0.1, -0.7, -0.3], [-1.5, 0.5, 1.1], [-0.6, -0.1, -4.0], [0.2, -0.7, 0.1], [1.1, -0.7, 0.0], [-0.5, -0.1, -0.1], [-2.2, -0.6, -0.1], [0.0, 0.4, 0.0], [-0.2, -0.2, -1.3], [0.3, 0.9, 0.9]],
  "mulliken_charge": [-0.690, -0.609, -0.809, -0.356, 0.178, -0.188, 0.001, -0.752, -0.025, 0.355, -0.580, -1.145, -0.918, -1.408, 0.753, 0.557, -0.870, -0.724, 0.204, 0.368, -0.215, 0.046, 0.309, 0.185, 0.390, 0.387, 0.300, 0.431, 0.369, 0.430, 0.459, 0.446, 0.663, 0.312, 0.228, 0.294, 0.369, 0.296, 0.633, 0.327],
  "e_homo_ha": -0.34034,
  "smiles": "CNC(=O)[C@@H](CCCCN)NC(=O)CNC(C)=O",
  "homo_lumo_gap_ev": 9.7
}


[2]
{
  "formula": "C11H22N4O4",
  "method": "ωB97M-V/def2-TZVPD",
  "elements": ["O", "O", "O", "O", "N", "N", "N", "N", "C", "C", "C", "C", "C", "C", "C", "C", "C", "C", "C", "H", "H", "H", "H", "H", "H", "H", "H", "H", "H", "H", "H", "H", "H", "H", "H", "H", "H", "H", "H", "H", "H"],
  "coordinates": [[-0.091, 0.297, -5.225], [3.119, 0.992, 1.227], [1.751, 2.703, 1.907], [-1.069, 0.174, -0.544], [-2.360, 0.785, 1.923], [1.557, -2.167, -1.387], [-1.100, 0.882, -3.191], [0.860, -0.409, 0.479], [-1.472, 0.008, 4.110], [0.742, -0.390, 2.873], [-0.583, -0.992, 3.252], [0.502, -1.211, -1.694], [0.815, 0.496, 1.595], [-0.609, 0.014, -4.162], [-0.989, -1.438, -3.817], [-0.027, -0.371, -0.561], [-1.887, 1.225, 3.242], [1.946, 1.522, 1.615], [-0.778, -1.840, -2.327], [-1.231, 2.086, 3.313], [-0.346, -1.939, 3.889], [-0.129, 1.021, 1.502], [2.341, -2.045, -1.978], [1.139, 0.228, 3.694], [-0.390, -2.012, -4.355], [-2.454, -0.455, 4.419], [-0.787, 1.823, -3.439], [1.247, -3.187, -1.491], [1.520, -1.119, 2.744], [-3.366, 0.836, 1.870], [-2.716, 1.760, 3.632], [-1.939, 0.941, 0.928], [0.945, -0.619, -2.465], [-0.815, 0.212, 4.996], [1.465, -1.216, 0.505], [3.870, 1.599, 1.533], [-1.182, 0.554, -2.192], [-2.042, -1.810, -3.972], [-1.617, -1.533, -1.726], [-1.067, -1.337, 2.335], [-0.778, -2.901, -2.204]],
  "atomic_forces_ev_per_a": [[0.0, 0.3, 0.8], [1.5, 1.1, 1.1], [0.9, -2.4, -0.3], [-3.1, 2.5, -0.3], [0.3, 0.2, -2.1], [-1.2, -2.4, 1.1], [1.3, 0.0, -1.3], [-0.4, 0.7, -0.5], [0.2, -0.9, -0.8], [1.4, 1.8, 0.6], [-0.4, -1.1, 1.4], [-1.4, -1.8, -1.6], [-1.1, -1.0, 0.4], [-2.4, -0.8, 0.9], [-2.5, 0.8, 3.1], [5.5, -2.6, 2.1], [0.1, 0.1, -0.4], [-1.2, 1.8, 0.1], [0.5, 1.1, -0.4], [1.2, -0.3, -0.8], [-0.6, 1.6, -1.0], [0.3, 0.4, 0.1], [0.8, 0.1, -0.5], [-0.3, -0.1, 0.1], [2.6, -2.6, -2.7], [1.3, 0.0, -0.1], [-0.4, -0.1, 0.8], [0.5, 2.2, 0.3], [0.3, -0.7, -0.1], [0.2, 0.1, -0.1], [-1.2, -0.1, 1.1], [-0.7, -0.1, 3.1], [0.0, 1.2, -0.2], [-1.0, 0.3, -0.5], [0.4, 0.2, -0.3], [-1.5, -0.9, -0.8], [-0.2, 0.9, -1.4], [0.8, 1.2, -0.6], [-0.4, 0.3, 0.0], [-0.3, 0.1, 0.3], [0.3, -0.9, -0.2]],
  "mulliken_charge": [-0.629, -0.430, -0.572, -0.787, -0.345, -0.594, -0.360, -0.062, -0.633, -1.004, -0.609, 0.082, 0.731, 0.402, -0.752, 0.349, -0.747, -0.262, -1.122, 0.266, 0.287, -0.009, 0.281, 0.429, 0.396, 0.302, 0.244, 0.260, 0.501, 0.240, 0.550, 0.141, 0.480, 0.343, 0.463, 0.376, 0.170, 0.341, 0.326, 0.303, 0.654],
  "e_homo_ha": -0.32008,
  "smiles": "NCCCC[C@H](NC(=O)[C@@H](N)CCC(N)=O)C(=O)O",
  "homo_lumo_gap_ev": 9.1
}


[3]
{
  "formula": "C11H22N6O5Sr",
  "method": "ωB97M-V/def2-TZVPD",
  "elements": ["Sr", "O", "O", "O", "O", "O", "N", "N", "N", "N", "N", "N", "C", "C", "C", "C", "C", "C", "C", "C", "C", "C", "C", "H", "H", "H", "H", "H", "H", "H", "H", "H", "H", "H", "H", "H", "H", "H", "H", "H", "H", "H", "H", "H", "H"],
  "coordinates": [[-0.631, -0.381, -0.460], [-2.624, 0.145, 1.095], [-0.129, -1.467, -2.614], [0.940, 2.503, 1.064], [3.491, 1.858, 1.270], [-1.095, 0.962, -3.651], [-0.725, 1.322, -2.347], [0.343, -2.434, 3.452], [-0.630, -2.973, -0.126], [0.201, -0.813, 1.956], [-0.301, -4.491, 1.441], [0.365, 2.054, -0.142], [-0.154, 4.487, -0.470], [-0.166, 3.047, -0.868], [-1.371, 3.597, -3.081], [-0.280, -3.160, 1.159], [0.557, -0.269, 3.176], [-0.779, 2.629, -2.116], [0.076, -2.139, 2.148], [0.642, -1.257, 4.113], [-0.858, -4.226, -0.671], [1.345, -0.982, -1.706], [-0.663, -5.178, 0.294], [-1.153, -4.346, -1.705], [1.894, 2.175, 1.058], [0.689, 4.697, 0.196], [-1.083, 4.756, 0.057], [-0.749, -6.248, 0.255], [-2.365, 0.424, 1.992], [-1.883, 4.406, -2.547], [-0.829, 0.012, -3.702], [2.097, -1.365, -2.419], [-0.081, 5.130, -1.355], [-3.565, -0.095, 1.165], [0.887, -1.225, 5.164], [-2.081, 3.092, -3.742], [-0.081, -4.915, 2.337], [1.347, 0.122, -1.674], [1.382, -1.572, -0.770], [-0.165, -2.450, -2.538], [0.728, 0.798, 3.277], [-0.587, 4.056, -3.700], [3.701, 0.911, 1.346], [4.027, 2.165, 0.517], [0.317, -3.362, 3.872]],
  "atomic_forces_ev_per_a": [[-2.4, 2.0, 1.2], [-0.6, 0.0, 0.5], [3.0, 0.2, 1.9], [1.1, -0.1, 0.6], [0.9, -0.5, -0.4], [-0.1, -0.8, -0.8], [0.1, -0.5, 0.5], [0.0, 1.0, -0.4], [0.3, 0.0, 0.8], [0.1, -1.1, 0.0], [-0.3, 0.3, -1.3], [-0.1, -0.4, -0.2], [0.0, 0.3, 0.1], [-0.5, -0.8, -1.2], [-0.1, 0.3, -0.2], [-0.4, -1.1, -0.9], [-0.1, -0.2, -0.4], [0.7, 0.2, 1.3], [0.3, 0.9, 1.1], [-0.1, -0.5, -0.4], [0.2, 0.3, 0.9], [-0.1, -2.3, -3.6], [0.1, 0.8, 0.2], [0.0, -0.1, 0.2], [-1.6, 0.5, 0.0], [-0.2, -0.1, -0.1], [0.2, 0.0, 0.0], [0.0, 0.0, 0.1], [0.0, -0.1, -0.4], [0.0, -0.1, -0.2], [-0.3, 1.1, 0.1], [-0.3, 0.4, 0.6], [0.0, -0.1, 0.2], [0.5, 0.1, -0.1], [-0.1, -0.1, -0.2], [0.2, 0.1, 0.1], [0.2, -0.3, 0.6], [-0.3, -0.4, -0.1], [0.0, 0.2, -0.5], [0.4, 1.0, 0.1], [-0.1, -0.2, -0.1], [-0.2, -0.1, 0.0], [-0.1, 0.4, 0.1], [-0.3, -0.1, 0.4], [0.0, -0.4, 0.2]],
  "mulliken_charge": [0.162, -0.340, -0.616, -0.670, -0.654, -0.525, -0.085, -0.751, 0.145, 0.521, -0.901, 0.174, -1.459, 0.339, -1.555, 0.156, -0.380, 0.233, -0.051, -1.082, -0.344, -0.794, -1.082, 0.514, 0.412, 0.372, 0.248, 0.422, 0.251, 0.385, 0.323, 0.324, 0.376, 0.230, 0.437, 0.426, 1.131, 0.527, 0.423, 0.222, 0.579, 0.269, 0.321, 0.330, 1.036],
  "e_homo_ha": [-0.10217, -0.17842],
  "homo_lumo_gap_ev": [2.4, 4.6]
}